DFT (ωB97M-V with the def2-TZVPD basis set) results for a structure of composition C30H43F5P2PtS.

Summary:
- <S²>: 6.044
- ΔE to the lowest compared entry with this formula, charge and spin: 43.6 kcal/mol
- Total charge: +2
- HOMO-LUMO gap (spin up / spin down): 7.3 / 6.1 eV
- Multiplicity: 5
- HOMO (spin up / spin down): -12.78 / -14.09 eV
- LUMO (spin up / spin down): -5.5 / -8.0 eV

```
82
C30H43F5P2PtS (ωB97M-V with the def2-TZVPD basis set)
Pt 0.64449 -1.07823 -0.77002
C -0.58110 -2.55162 1.55549
C 0.76498 -2.45391 0.85275
C 0.79298 -1.35062 2.95107
C -0.54955 -1.80074 2.71902
C 1.62419 -1.81082 1.93795
C -1.69590 -3.43929 1.15962
H -1.41100 -4.05654 0.30682
H -2.60593 -2.88547 0.90397
H -1.96242 -4.10806 1.99256
C -1.68614 -1.48450 3.61566
H -2.61916 -1.92752 3.27187
H -1.82733 -0.39883 3.67053
H -1.50583 -1.84832 4.63330
C 1.15679 -0.47411 4.09308
H 0.90555 -0.93405 5.05637
H 0.58802 0.46540 4.02966
H 2.22087 -0.23385 4.10093
C 3.10295 -1.85022 1.96206
H 3.45606 -2.42716 2.83591
H 3.55927 -0.85690 2.04345
H 3.50300 -2.32194 1.05806
C 1.30906 -3.73850 0.32038
H 1.46657 -4.43408 1.15099
H 2.25456 -3.54923 -0.20246
H 0.62088 -4.17313 -0.41305
C -1.53101 0.20584 -4.55541
C -1.71214 -1.12693 -4.63124
C -0.78574 -2.13128 -5.22915
C 0.68881 -2.01181 -4.81387
C 0.99401 -1.32309 -3.50640
C 1.11040 0.01219 -3.41178
C 0.88853 1.02140 -4.49997
C -0.43314 0.92600 -5.28420
H -0.83464 -2.13743 -6.32933
H 1.23489 -1.49435 -5.60957
H -1.15157 -3.11852 -4.94696
H -0.22208 0.45818 -6.25161
H -2.31134 0.84368 -4.12250
H -2.69979 -1.53662 -4.36212
H -0.78151 1.95264 -5.51143
H 0.93521 2.02381 -4.05069
H 1.54081 0.48470 -2.52381
H 1.72561 1.00807 -5.21064
H 1.12480 -3.01073 -4.77588
H 1.23594 -2.01662 -2.65543
P -1.47293 -0.29710 -0.95997
P 1.57370 0.99742 -0.28915
C -1.09670 1.46844 -1.45721
C 0.18843 2.11106 -0.84317
H -1.96865 2.01696 -1.09473
H -1.11773 1.49572 -2.54632
H 0.62015 2.85470 -1.52115
H -0.09729 2.66293 0.06600
C 1.98327 1.53473 1.40029
H 2.09234 0.65925 2.03365
H 1.16433 2.13510 1.81613
H 2.91043 2.11377 1.38717
C 3.26855 1.06839 -1.00161
H 3.52814 2.06318 -1.39584
H 3.39545 0.31804 -1.79689
H 3.98303 0.80661 -0.20723
C -2.82373 -0.09806 0.23388
H -2.93323 -0.99049 0.85938
H -3.74446 0.04594 -0.36585
H -2.68073 0.78279 0.87298
C -2.11046 -1.84316 -1.76638
H -1.85426 -2.72590 -1.16555
H -1.65386 -1.98065 -2.74121
H -3.19933 -1.75411 -1.85754
F -0.21938 6.39088 5.87121
C -0.47340 5.37062 5.02782
C -0.18154 5.48665 3.66524
F 0.35073 6.63247 3.20176
C -0.41372 4.42605 2.80720
F -0.06419 4.54292 1.50483
C -0.95967 3.20940 3.27228
S -1.14611 1.85964 2.30730
C -1.27118 3.12531 4.65336
F -1.76251 1.95693 5.13428
C -1.03238 4.18421 5.51293
F -1.32299 4.06251 6.82813
```